No. 1
Density functional theory data (ωB97M-V with the def2-TZVPD basis set) for a 8-piece molecular cluster, C28H58NO15S6 overall.

Structure (XYZ):
```
108
Properties=species:S:1:pos:R:3:forces:R:3
N 0.581481 0.137417 -0.423713 -0.4647 -3.8315 0.4031
H 1.026481 0.992417 -0.682713 0.4882 0.7631 -0.7181
H -0.158519 0.406417 0.266287 0.3265 -0.5154 -0.7137
H 1.296481 -0.485583 0.120287 -1.3000 1.2433 -1.0366
H 0.189481 -0.504583 -1.272713 1.0317 2.1629 2.3888
C 2.434481 1.476417 -4.802713 0.8686 -1.3822 3.2189
C 1.025481 1.913417 -4.399713 3.4267 2.3085 -4.5863
C 0.063481 1.711417 -5.564713 2.2309 -0.6310 -0.8474
O -0.938519 1.192417 -4.870713 -6.8685 -1.1708 1.3519
C -0.793519 1.043417 -3.535713 0.1678 -1.2210 -2.4612
O -1.502519 0.452417 -2.798713 -1.2166 -0.0187 0.6491
O 0.419481 1.399417 -3.279713 2.7684 1.1223 2.2048
H 2.637481 0.424417 -4.751713 -0.7167 -1.0741 -0.3744
H 3.247481 1.751417 -4.127713 -0.4057 0.7716 0.6479
H 2.853481 1.801417 -5.698713 -0.3720 0.9123 -2.0003
H 1.079481 2.994417 -4.600713 0.0381 0.3168 2.5170
H 0.243481 0.965417 -6.322713 1.0341 -0.3311 -0.3512
H -0.053519 2.645417 -6.103713 -0.9294 0.2584 0.1457
C 1.149481 -3.807583 3.524287 1.3669 -0.4315 -0.0171
C 2.662481 -3.640583 3.847287 -2.1049 3.7948 -8.4069
C 3.414481 -3.999583 2.525287 -0.7159 4.0360 2.6412
S 2.483481 -3.218583 1.318287 -0.3456 -1.2086 -3.1290
O 2.449481 -4.042583 0.109287 -0.0478 0.6572 1.1658
O 2.841481 -1.838583 1.201287 1.1690 1.4587 -0.4265
C 0.982481 -3.105583 2.122287 -3.7698 -4.0590 0.9454
H 0.600481 -3.388583 4.356287 -0.5945 0.5075 -0.2454
H 0.903481 -4.890583 3.565287 0.2242 0.5912 -0.4685
H 2.980481 -4.074583 4.592287 2.9625 -5.3064 7.4348
H 3.101481 -2.675583 3.978287 -1.0023 1.6108 0.3958
H 3.529481 -4.949583 2.402287 -0.0276 -6.0202 -1.2082
H 4.395481 -3.629583 2.478287 1.3534 0.9823 0.0402
H 0.108481 -3.623583 1.456287 2.1126 1.8177 1.6836
H 0.879481 -2.107583 2.420287 -0.7524 1.6760 -0.5117
C 1.833481 5.829417 2.610287 2.7348 0.2694 0.9279
C 3.286481 5.245417 2.708287 2.1158 1.2314 2.5295
C 3.664481 4.740417 1.340287 0.1095 -1.6958 1.0575
S 2.184481 4.263417 0.531287 -0.7690 4.1927 -2.8714
O 2.005481 2.896417 0.436287 -0.2068 -5.2417 -0.2499
O 1.960481 5.047417 -0.703713 0.9339 -0.9153 1.9137
C 1.120481 4.864417 1.738287 0.2204 2.4411 -0.1726
H 1.814481 6.867417 2.204287 0.1338 -0.8286 0.2227
H 1.435481 5.835417 3.602287 -0.4469 0.2674 0.5906
H 3.336481 4.507417 3.567287 -0.1399 0.4307 -1.2804
H 4.154481 6.012417 3.011287 -2.1722 -1.3102 -0.5570
H 4.558481 4.142417 1.166287 -0.4348 -0.5715 0.3510
H 3.840481 5.583417 0.828287 0.9928 3.3271 -2.0924
H 0.524481 4.164417 2.169287 -1.1998 -2.4670 1.4761
H 0.481481 5.555417 1.319287 -1.9704 0.7091 -1.9867
C -4.556519 3.850417 -0.847713 0.2329 -0.8273 -1.9544
C -3.775519 4.541417 0.242287 0.4004 2.4505 -1.4401
C -3.372519 3.478417 1.226287 -1.6423 2.7237 0.8882
S -2.853519 2.156417 0.331287 -3.7800 -1.8011 0.1229
O -2.936519 0.939417 1.035287 -0.4944 -1.9228 1.2092
O -1.627519 2.486417 -0.180713 5.4401 1.4956 -2.9260
C -4.148519 2.277417 -0.892713 -1.3385 4.9316 5.9317
H -4.319519 4.290417 -1.930713 -1.3166 -0.6348 2.4958
H -5.602519 3.820417 -0.429713 0.6714 0.4740 -1.5100
H -4.401519 5.392417 0.616287 0.4062 -1.0355 0.3936
H -2.921519 5.133417 -0.188713 -0.2598 -1.0605 0.4440
H -4.260519 3.199417 1.752287 -0.4588 -0.3622 0.7720
H -2.674519 3.975417 1.845287 1.1001 -0.5406 1.1248
H -5.091519 1.925417 -0.610713 -0.8180 -1.7585 1.0187
H -3.996519 2.014417 -1.789713 2.0552 -2.2744 -6.5711
C 0.323481 -5.694583 -3.976713 1.5708 0.6272 0.2541
C -0.474519 -4.708583 -4.712713 -1.2502 2.9438 0.2455
C 0.388481 -3.360583 -4.905713 -2.1951 -1.3521 1.0269
S 1.407481 -3.466583 -3.438713 -0.3371 2.5302 -0.1633
O 1.091481 -2.385583 -2.519713 0.0616 0.0740 -0.2344
O 2.725481 -3.668583 -3.926713 1.5372 0.1242 -0.1916
C 0.872481 -4.943583 -2.801713 2.7323 -2.2502 3.4130
H 1.067481 -6.055583 -4.679713 0.4402 -0.3928 0.3917
H -0.325519 -6.436583 -3.672713 -0.9836 -2.0462 0.6253
H -1.379519 -4.420583 -4.115713 0.5693 -0.4017 -0.7403
H -0.741519 -5.209583 -5.604713 -0.7377 0.2556 -1.3117
H -0.229519 -2.420583 -4.893713 0.7765 -1.0252 -0.2772
H 1.018481 -3.546583 -5.744713 0.5332 0.5751 -0.6433
H 0.200481 -4.804583 -1.946713 -0.2964 0.1294 -0.5200
H 1.887481 -5.316583 -2.208713 -2.5071 0.5243 -1.7752
C 1.875481 0.397417 5.869287 3.6147 -4.1832 0.5399
C 2.395481 1.801417 5.490287 -3.2976 0.5007 2.7746
C 1.842481 2.078417 4.084287 -1.8915 2.6284 2.6910
S 0.349481 1.162417 3.897287 0.5610 -0.9624 -4.2902
O 0.427481 0.271417 2.714287 0.5251 0.8732 1.5512
O -0.734519 2.057417 3.868287 -2.1531 1.6114 0.6234
C 0.492481 0.247417 5.291287 -2.3576 -1.9053 4.2504
H 2.047481 -0.128583 7.058287 -0.7925 2.2911 -3.5162
H 2.516481 -0.423583 5.240287 -1.1808 1.8646 1.3258
H 3.419481 2.027417 5.558287 1.3784 -0.2519 0.1713
H 1.868481 2.396417 6.389287 1.0262 -0.2763 -2.4372
H 2.338481 1.596417 3.347287 2.6833 -0.6874 -2.4645
H 1.573481 3.175417 3.938287 0.6195 -1.6136 -0.2140
H 0.325481 -0.823583 5.080287 -0.3211 0.6276 -0.0417
H -0.362519 0.608417 6.008287 1.5634 -0.5914 -1.1937
C -4.072519 -3.085583 -2.497713 3.0885 2.9757 -1.7799
C -4.910519 -2.624583 -1.332713 0.7582 3.4754 2.1311
C -3.950519 -2.007583 -0.199713 -0.9075 1.0806 -1.5425
S -2.594519 -3.074583 -0.214713 -0.7086 -1.0942 0.2803
O -2.962519 -4.302583 0.459287 -0.1122 0.2234 -0.2398
O -1.422519 -2.418583 0.263287 1.3792 0.6917 -0.1973
C -2.626519 -3.401583 -1.982713 -2.6137 1.1456 1.8908
H -3.836519 -2.381583 -3.488713 -1.3484 -1.2627 2.8646
H -4.433519 -3.962583 -2.880713 -1.2027 -2.1197 -1.0280
H -5.354519 -3.332583 -0.764713 -1.9683 -3.0753 0.6188
H -5.584519 -1.750583 -1.335713 -0.2452 -0.8062 -1.3424
H -4.254519 -1.685583 0.824287 -0.2015 -0.8836 -0.8386
H -3.848519 -1.098583 -0.778713 1.7570 0.6590 0.6079
H -2.304519 -4.350583 -2.139713 0.2998 -3.3267 -0.0270
H -1.847519 -2.889583 -2.372713 2.1000 2.5894 -1.4570
```
Forces are in eV/Å.

ΔE to the lowest compared entry with this formula, charge and spin ... 0.2162 eV
Frontier orbital gap ... 10.653 eV
Net charge ... +1
Highest occupied orbital energy ... -12.19 eV

No. 2
Density functional theory data (ωB97M-V with the def2-TZVPD basis set) for C27H15Cl2F6IrN5O8S2 as an isolated structure.

Structure (XYZ):
```
66
Properties=species:S:1:pos:R:3:forces:R:3
Ir 0.500257 -0.411529 0.281282 -7.8880 4.8630 -0.0349
Cl -3.132300 1.200455 5.935692 -0.0424 0.1292 0.1751
C -2.687774 0.508376 4.432832 -0.0998 -0.3257 -0.3095
C -1.803804 1.162246 3.628155 0.0823 0.1620 -0.1286
C -1.375146 0.579890 2.412009 -0.8330 -0.6902 0.4042
N -0.409191 1.052820 1.613395 2.1146 -1.8870 -1.4298
C 0.320287 2.202349 1.871828 0.1876 0.3290 -0.0622
O 0.121937 2.996889 2.758572 -0.1094 -0.1408 -0.1278
C 1.441643 2.409535 0.908766 0.0846 0.3452 0.1810
C 2.220201 3.550548 0.988876 -0.1061 -0.0180 -0.0550
C 3.214002 3.744075 0.045290 -0.0271 -0.0475 0.0200
C 3.388977 2.794340 -0.949462 -0.1147 0.0008 -0.0430
C 2.578216 1.671759 -0.943967 0.1432 0.1910 -0.2119
N 1.636215 1.493746 -0.024749 0.9975 -1.7388 -0.2297
C -1.951011 -0.669865 2.002268 -0.0511 0.6650 0.8718
C -2.871286 -1.315588 2.850267 -0.0736 -0.0516 -0.1224
C -3.220610 -0.754208 4.045525 0.2418 0.3634 -0.1143
Cl -4.298161 -1.588768 5.080034 -0.1460 -0.1275 0.1168
N -1.498715 -1.146307 0.828989 2.2826 -0.4624 -1.0582
C -2.031321 -2.229119 0.173729 -0.1206 -0.0088 0.0089
O -3.035765 -2.841891 0.468906 0.0436 0.0445 0.0449
C -1.281180 -2.559085 -1.075063 -0.0817 -0.1647 -0.1369
C -1.674254 -3.617466 -1.877081 -0.0669 0.0808 -0.0272
C -0.992633 -3.836533 -3.061492 -0.0081 0.0474 0.0483
C 0.045738 -2.983815 -3.405706 -0.0270 0.0824 -0.0346
C 0.386446 -1.962209 -2.535512 -0.1211 -0.0134 -0.2198
N -0.266830 -1.768943 -1.395222 1.2300 -0.2576 0.0316
H -1.380295 2.101957 3.935508 -0.0398 -0.0135 0.0654
H 2.017046 4.253862 1.783019 -0.0219 0.0241 -0.0252
H 3.839759 4.625603 0.079667 -0.0001 -0.0012 0.0052
H 4.138972 2.915424 -1.717712 0.0101 -0.0399 0.0096
H 2.672632 0.900694 -1.696656 0.0445 -0.0371 0.0578
H -3.279592 -2.267394 2.557946 -0.0339 -0.0092 0.0348
H -2.500928 -4.233283 -1.553235 -0.0315 0.0381 -0.0141
H -1.271919 -4.653557 -3.712816 0.0066 -0.0105 0.0041
H 0.587804 -3.105376 -4.332699 0.0418 -0.0150 0.0265
H 1.200026 -1.281990 -2.744877 0.0164 -0.0256 -0.0041
O -1.034183 2.769506 -0.437538 0.1772 -0.4573 -0.2010
C -0.932127 2.054708 -1.437167 -0.4373 0.9698 -0.0889
O -0.506629 0.848811 -1.521765 0.6306 -1.0155 0.9155
C -1.340990 2.658407 -2.781181 0.1829 -0.2396 0.2672
C -2.046723 3.855429 -2.789836 0.0094 0.0013 -0.0783
C -2.380680 4.451379 -3.996800 -0.0138 0.0116 0.0442
C -2.005194 3.857171 -5.193805 -0.0170 0.0286 -0.0125
C -1.302394 2.660946 -5.184526 0.0216 -0.0336 -0.0684
C -0.973586 2.058086 -3.979036 -0.0655 0.0549 -0.0131
H -2.318175 4.307566 -1.846004 0.0239 -0.0107 0.0190
H -2.928992 5.385195 -4.005262 -0.0039 -0.0159 0.0037
H -2.260826 4.330057 -6.133825 0.0057 -0.0186 -0.0027
H -1.010368 2.203534 -6.122004 0.0050 -0.0196 0.0237
H -0.429486 1.123461 -3.949665 -0.0028 -0.0029 -0.0277
F 0.603882 -4.540917 0.106037 0.1090 -0.0175 0.0075
C 1.892027 -4.465376 0.451267 -0.2658 0.0951 0.0481
F 2.114281 -5.257145 1.487626 -0.0093 0.0664 -0.0247
F 2.630831 -4.863054 -0.577939 0.0725 0.1130 0.0603
S 2.321854 -2.710663 0.887605 0.8248 -1.3551 -0.2249
O 2.277161 -1.999604 -0.374544 -0.0901 0.1907 -0.0523
O 3.565498 -2.759243 1.578886 0.2855 -0.0792 -0.1373
N 1.075549 -2.362741 1.833352 0.0397 0.6110 -0.3720
S 1.473717 -1.221976 2.889693 1.0152 0.4059 1.6318
O 2.195221 -0.168565 2.208730 0.3963 -0.1243 0.7027
O 0.371839 -0.883527 3.722616 -0.2979 -0.3503 -0.1547
C 2.700352 -1.946812 4.127547 -0.0769 -0.0741 0.2789
F 2.679984 -3.276360 4.106807 0.0000 0.0413 -0.0435
F 3.928390 -1.498596 3.941954 -0.0560 -0.0512 -0.1093
F 2.292322 -1.547319 5.332471 0.0537 -0.0041 -0.1082
```
Forces are in eV/Å.

ΔE to the lowest compared entry with this formula, charge and spin ... 5.2484 eV
Frontier orbital gap (spin up / spin down) ... 4.465 / 4.727 eV
⟨S²⟩ ... 0.79
Spin multiplicity ... 2
Highest occupied orbital energy (spin up / spin down) ... -7.73 / -7.76 eV

No. 3
Density functional theory data (ωB97M-V with the def2-TZVPD basis set) for an isolated ion of composition C7H6NO2 and charge -1.

Structure (XYZ):
```
16
Properties=species:S:1:pos:R:3:forces:R:3
C -1.865637 0.729084 -0.088571 -2.5315 -0.1894 0.6504
C -1.817391 -0.544071 -0.508319 0.5919 -0.6764 -1.3938
C 0.599132 -0.792252 -0.787076 1.8617 1.3399 0.6744
C 0.937783 -0.086727 0.386262 -1.3349 0.4311 -0.6161
C -0.887502 1.622574 0.386089 0.9338 -0.3730 0.7226
C 0.832918 -1.273240 -1.999862 -0.0971 0.1304 1.8070
C 1.617331 -0.562297 1.465745 0.8390 0.0670 1.7897
N 0.376934 1.225855 0.667051 3.2109 -1.4497 -0.2882
O -2.450916 -1.493459 -0.932636 -0.2701 0.2325 0.5224
O -1.139193 2.752293 0.735496 -1.0995 2.5506 0.5182
H -2.841452 1.064177 0.325901 0.0540 0.1194 -0.6633
H 1.872235 -1.318102 -2.365350 -0.7602 0.2532 -0.2803
H -0.039723 -1.715959 -2.451627 0.1767 -0.5145 -0.6258
H 1.643946 0.108173 2.394866 0.1320 -1.3335 -1.4131
H 2.167558 -1.493629 1.441476 -0.0220 0.0570 0.1246
H 0.993978 1.777579 1.330554 -1.6847 -0.6445 -1.5287
```
Forces are in eV/Å.

ΔE to the lowest compared entry with this formula, charge and spin ... 0.0000 eV
Frontier orbital gap (spin up / spin down) ... 4.517 / 6.732 eV
⟨S²⟩ ... 2.03
Spin multiplicity ... 3
Net charge ... -1
Highest occupied orbital energy (spin up / spin down) ... -0.71 / -3.92 eV

No. 4
Density functional theory data (ωB97M-V with the def2-TZVPD basis set) for a 2-piece molecular cluster, C3H7ClSi overall.

Structure (XYZ):
```
12
Properties=species:S:1:pos:R:3:forces:R:3
C -0.391904 1.183969 -0.803472 -0.9176 -0.7348 2.5956
C 0.287613 0.251051 -0.102498 -0.0981 -1.7328 -0.0728
C -0.477788 -0.642837 0.918264 -2.2059 0.9736 -2.6728
Si 2.133262 -0.111523 -0.380568 -2.3094 0.4913 -0.2427
Cl -3.404299 -1.315342 -0.341202 0.2973 0.1775 0.0906
H 0.081806 1.844772 -1.420285 1.4026 1.4366 -1.8867
H -1.407719 1.535208 -0.526544 0.4812 -0.8845 -0.2154
H -0.484677 -1.727565 0.844692 1.0311 -0.0218 0.0534
H -1.626529 -0.528748 0.533264 1.4950 0.1113 1.0412
H -0.336809 -0.242269 1.891400 -0.0817 -0.0469 1.0156
H 2.780410 -1.362878 -0.041674 0.1261 -0.1963 0.3036
H 2.846631 1.116165 -0.571376 0.7793 0.4268 -0.0096
```
Forces are in eV/Å.

ΔE to the lowest compared entry with this formula, charge and spin ... 5.0111 eV
Frontier orbital gap (spin up / spin down) ... 9.045 / 3.539 eV
Highest occupied orbital energy (spin up / spin down) ... -10.40 / -7.20 eV

Q: Among the records above, which one has the lowest ΔE to the lowest compared entry with this formula, charge and spin?
A: C7H6NO2